# 1
Computed, not measured: 9 unconnected molecules or ions with the total composition C24H41F3N4O14 at a distorted geometry, with ωB97M-V/def2-TZVPD.

Properties
- HOMO energy: -10.548 eV
- Structure (SMILES): CCOC(=O)C(F)(F)F.COC(=O)OC.COC(=O)OC.COC(=O)OC.COC(=O)OC.CC#N.CC#N.CC#N.CC#N
- LUMO energy: 0.319 eV
- Maximum force: 1.841 eV Å⁻¹

ORCA input file:
```
! wB97M-V def2-TZVPD RIJCOSX def2/J DEFGRID3
* xyz 0 1
C 2.913 2.039 2.273
C 2.564 1.422 3.607
O 2.834 0.002 3.639
C 2.023 -0.765 2.946
O 1.044 -0.416 2.351
C 2.495 -2.234 2.984
F 1.456 -3.046 2.777
F 3.399 -2.455 2.023
F 3.046 -2.540 4.162
H 2.437 1.534 1.435
H 3.993 2.125 2.144
H 2.549 3.071 2.228
H 1.496 1.549 3.803
H 3.139 1.844 4.422
C 6.285 -0.319 -4.138
O 6.783 -0.627 -2.849
C 5.941 -0.862 -1.845
O 6.306 -1.066 -0.723
O 4.663 -0.832 -2.242
C 3.697 -0.778 -1.188
H 7.145 -0.237 -4.797
H 5.736 0.622 -4.141
H 5.639 -1.103 -4.536
H 2.704 -0.723 -1.620
H 3.917 0.061 -0.528
H 3.741 -1.700 -0.604
C 1.848 6.887 0.791
O 2.408 5.677 0.277
C 1.553 4.852 -0.320
O 0.375 5.037 -0.457
O 2.225 3.773 -0.720
C 1.523 2.904 -1.580
H 1.467 6.723 1.802
H 0.988 7.197 0.197
H 2.631 7.634 0.787
H 1.403 3.303 -2.591
H 0.540 2.675 -1.176
H 2.061 1.966 -1.676
C -1.062 -1.510 -3.537
O -1.124 -1.850 -4.901
C -1.506 -0.883 -5.735
O -1.826 0.234 -5.436
O -1.484 -1.374 -6.971
C -1.814 -0.445 -7.998
H -0.076 -1.653 -3.105
H -1.745 -2.133 -2.945
H -1.433 -0.511 -3.314
H -1.061 0.340 -8.061
H -2.781 0.017 -7.808
H -1.834 -1.010 -8.923
C -1.190 -0.028 4.286
O -2.249 0.686 4.949
C -3.380 0.926 4.293
O -4.292 1.531 4.775
O -3.346 0.408 3.060
C -4.533 0.509 2.280
H -0.794 0.587 3.481
H -1.557 -0.985 3.929
H -0.429 -0.152 5.051
H -4.915 1.531 2.317
H -5.346 -0.096 2.684
H -4.324 0.169 1.274
C -4.703 -2.924 0.775
C -5.737 -2.662 1.772
N -6.548 -2.451 2.554
H -4.404 -1.972 0.333
H -5.117 -3.535 -0.027
H -3.850 -3.442 1.207
C -1.697 -6.223 4.126
C -1.815 -5.058 3.266
N -1.895 -4.118 2.618
H -1.702 -7.155 3.567
H -2.531 -6.277 4.828
H -0.795 -6.116 4.728
C -2.330 2.366 -2.259
C -3.166 1.349 -1.636
N -3.771 0.525 -1.115
H -2.437 3.294 -1.694
H -2.709 2.589 -3.256
H -1.291 2.057 -2.272
C -1.297 -1.604 0.598
C -0.541 -0.675 -0.219
N 0.019 0.086 -0.871
H -2.132 -1.092 1.078
H -0.699 -2.077 1.369
H -1.716 -2.389 -0.035
*
```

# 2
Computed, not measured: 8 unconnected molecules or ions with the total composition C24H41INO31S7 at a distorted geometry, with ωB97M-V/def2-TZVPD.

Properties
- HOMO energy: -12.490 eV
- LUMO energy: -5.301 eV
- Maximum force: 9.078 eV Å⁻¹

ORCA input file:
```
! wB97M-V def2-TZVPD RIJCOSX def2/J DEFGRID3
* xyz 1 1
C 5.288 -3.922 0.095
C 5.502 -2.698 -0.998
C 4.242 -2.697 -2.097
O 3.673 -1.342 -2.045
C 2.331 -1.271 -2.643
C 1.261 -1.929 -1.571
C 0.413 -3.254 -2.138
N -0.545 -3.913 -1.166
I -1.540 -5.612 -1.904
C -0.805 -3.476 0.258
C -0.021 -2.174 0.916
C 1.058 -1.359 -0.029
C 1.890 -0.086 0.582
O 2.316 -0.130 1.874
O 2.207 1.143 -0.201
H 4.337 -3.730 0.782
H 6.208 -3.951 0.822
H 5.244 -4.978 -0.437
H 5.440 -1.692 -0.357
H 6.487 -2.780 -1.623
H 4.608 -3.017 -3.188
H 3.524 -3.552 -1.742
H 2.085 -0.121 -2.780
H 2.256 -1.775 -3.719
H 0.614 -3.631 -3.251
H -1.559 -4.078 0.927
H -0.194 -1.832 2.034
H 3.143 1.380 0.066
C 6.741 -6.725 -5.429
C 5.500 -5.924 -5.812
O 5.292 -5.018 -4.732
S 6.739 -4.612 -4.095
O 7.144 -3.347 -4.666
O 6.696 -4.856 -2.672
O 7.617 -5.793 -4.798
H 6.497 -7.508 -4.704
H 7.227 -7.175 -6.299
H 4.623 -6.559 -5.957
H 5.675 -5.335 -6.719
C -3.057 1.755 -0.055
C -2.517 1.546 1.357
O -3.467 0.699 1.999
S -4.121 -0.300 0.887
O -3.421 -1.564 0.948
O -5.559 -0.192 0.967
O -3.613 0.499 -0.440
H -3.859 2.500 -0.064
H -2.274 2.056 -0.756
H -2.407 2.486 1.904
H -1.555 1.022 1.338
C -7.357 -2.803 2.257
C -6.817 -3.012 3.669
O -7.767 -3.860 4.310
S -8.421 -4.858 3.199
O -7.721 -6.122 3.260
O -9.859 -4.750 3.278
O -7.913 -4.059 1.872
H -8.159 -2.058 2.248
H -6.574 -2.502 1.556
H -6.707 -2.072 4.216
H -5.855 -3.536 3.650
C -2.771 4.289 6.229
C -3.651 5.018 5.219
O -2.744 5.700 4.356
S -1.376 4.822 4.226
O -1.454 4.042 3.011
O -0.254 5.674 4.543
O -1.644 3.825 5.488
H -2.410 4.973 7.004
H -3.290 3.449 6.699
H -4.335 5.725 5.695
H -4.226 4.310 4.613
C 5.329 1.947 3.959
C 4.449 2.677 2.948
O 5.356 3.358 2.085
S 6.724 2.480 1.955
O 6.646 1.700 0.740
O 7.846 3.333 2.272
O 6.456 1.483 3.217
H 5.690 2.632 4.733
H 4.810 1.108 4.428
H 3.765 3.384 3.425
H 3.874 1.968 2.342
C -5.578 8.558 2.794
C -6.815 8.409 1.911
O -7.272 7.077 2.131
S -6.930 6.646 3.667
O -8.116 6.851 4.468
O -6.204 5.397 3.640
O -5.880 7.850 3.995
H -4.705 8.088 2.331
H -5.353 9.605 3.015
H -6.593 8.571 0.853
H -7.608 9.095 2.225
C 1.843 0.292 -8.281
C 2.383 0.083 -6.869
O 1.433 -0.765 -6.227
S 0.779 -1.763 -7.339
O 1.479 -3.027 -7.277
O -0.660 -1.655 -7.259
O 1.287 -0.964 -8.666
H 1.041 1.037 -8.290
H 2.626 0.593 -8.982
H 2.493 1.023 -6.321
H 3.344 -0.441 -6.888
*
```

# 3
Computed, not measured: a molecular structure, C24H42AlBrCaClCsF4N3NaO9P2S at a distorted geometry, with ωB97M-V/def2-TZVPD.

Properties
- HOMO energy: -10.097 eV
- LUMO energy: -8.711 eV
- Maximum force: 11.637 eV Å⁻¹

ORCA input file:
```
! wB97M-V def2-TZVPD RIJCOSX def2/J DEFGRID3
* xyz 2 1
C 2.329 2.762 -2.201
C 2.140 1.514 -1.193
C 3.017 0.336 -1.779
P 2.484 -1.374 -1.253
C 3.412 -1.949 0.292
C 2.462 -2.764 1.284
C 3.304 -3.481 2.421
N 4.441 -2.908 3.048
O 2.964 -4.632 2.785
N 0.771 -1.605 -1.116
C 0.155 -1.074 -2.088
O -0.481 -0.298 -2.675
O 2.552 1.855 0.134
C 1.610 2.677 0.833
C 0.425 1.891 1.518
C 0.414 0.390 1.441
C -0.673 -0.465 2.019
C -1.796 0.183 2.750
C -1.791 1.710 2.871
C -0.693 2.572 2.245
H 1.825 3.695 -1.837
H 3.455 2.889 -2.299
H 1.944 2.398 -3.203
H 1.027 1.320 -1.167
H 3.016 0.346 -2.915
H 4.100 0.452 -1.439
H 2.926 -2.267 -2.293
H 4.228 -2.676 -0.035
H 3.944 -1.085 0.789
H 1.745 -2.073 1.819
H 1.864 -3.567 0.768
H 4.377 -1.884 3.085
H 4.539 -3.259 4.014
H 1.157 3.512 0.225
H 2.194 3.184 1.669
H 1.269 -0.121 0.925
H -0.589 -1.577 1.885
H -2.597 -0.458 3.214
H -2.653 2.176 3.479
H -0.741 3.695 2.341
C -6.190 -0.094 2.187
S -5.505 -0.283 3.857
O -4.410 -1.296 3.786
C -6.956 -1.094 4.566
H -5.430 0.368 1.549
H -6.455 -1.067 1.788
H -7.073 0.551 2.223
H -7.174 -2.011 4.016
H -7.813 -0.416 4.524
H -6.741 -1.339 5.606
Br -3.168 3.203 1.883
O -6.607 3.853 2.361
H -6.748 4.423 3.138
H -5.663 3.638 2.394
N -4.440 1.091 -2.139
C -5.602 1.499 -2.672
C -5.911 1.400 -4.022
C -4.962 0.852 -4.869
C -3.750 0.424 -4.343
C -3.542 0.564 -2.978
H -6.310 1.924 -1.969
H -6.867 1.744 -4.396
H -5.164 0.760 -5.934
H -2.983 -0.008 -4.978
H -2.615 0.243 -2.519
Na -5.134 -1.589 -5.766
C 7.232 -4.017 -0.613
O 8.078 -3.254 -1.472
P 7.267 -2.272 -2.615
O 6.878 -3.513 -3.411
O 8.673 -1.649 -3.140
C 9.790 -2.505 -3.376
O 6.408 -1.243 -3.671
C 6.367 -1.574 -5.054
H 7.809 -4.323 0.259
H 6.380 -3.420 -0.279
H 6.879 -4.908 -1.134
H 9.473 -3.490 -3.723
H 10.382 -2.597 -2.466
H 10.409 -2.046 -4.147
H 5.599 -2.326 -5.232
H 7.335 -1.929 -5.409
H 6.100 -0.671 -5.606
F -7.738 7.485 6.665
Al -8.492 6.957 5.175
F -10.209 6.726 5.427
F -7.770 5.425 4.674
F -8.230 8.151 3.921
Cl 2.965 -6.445 3.503
Cs -5.605 2.060 3.907
Ca -6.847 -2.004 0.166
*
```

# 4
Computed, not measured: a molecular structure, C24H42As4F24HfN6 at a distorted geometry, with ωB97M-V/def2-TZVPD.

Properties
- HOMO energy: -11.797 eV
- LUMO energy: -10.488 eV
- Maximum force: 4.019 eV Å⁻¹
- Energy relative to the best compared isomer or geometry (same formula, charge and spin): 37.1668 eV

ORCA input file:
```
! wB97M-V def2-TZVPD RIJCOSX def2/J DEFGRID3
* xyz 0 1
Hf 0.061 -0.856 0.164
As 4.991 -4.207 3.642
F 5.880 -2.856 2.822
F 5.317 -5.267 2.242
F 3.860 -5.456 4.246
F 4.551 -3.133 4.991
F 3.571 -3.465 2.748
F 6.393 -4.887 4.544
As -2.613 -6.935 -1.683
F -4.146 -6.250 -1.096
F -2.865 -6.225 -3.330
F -1.039 -7.544 -2.309
F -2.145 -7.458 -0.048
F -3.493 -8.451 -2.081
F -1.849 -5.322 -1.252
As -2.635 2.719 5.277
F -3.320 3.673 6.675
F -1.848 4.229 4.620
F -1.967 1.776 3.889
F -3.328 1.234 5.911
F -4.107 3.027 4.300
F -1.153 2.286 6.194
As 4.875 2.348 -3.538
F 3.695 2.731 -4.844
F 3.579 1.468 -2.652
F 6.072 2.006 -2.234
F 6.168 3.222 -4.381
F 4.335 3.836 -2.676
F 5.377 0.854 -4.461
C -1.925 2.786 -8.702
C -1.777 1.328 -9.011
C -2.558 0.347 -8.141
C -1.971 0.192 -6.776
N -1.478 0.028 -5.712
H -1.368 3.015 -7.794
H -2.936 3.114 -8.461
H -1.506 3.459 -9.450
H -0.717 1.080 -8.954
H -2.070 1.174 -10.050
H -2.643 -0.600 -8.674
H -3.556 0.775 -8.053
C -1.272 -3.901 9.089
C -1.394 -5.374 8.565
C -2.134 -5.617 7.191
C -1.782 -4.650 6.125
N -1.428 -3.915 5.291
H -0.869 -3.882 10.102
H -2.236 -3.395 9.148
H -0.548 -3.259 8.587
H -1.779 -6.091 9.290
H -0.380 -5.696 8.327
H -3.209 -5.588 7.373
H -1.828 -6.608 6.857
C 8.024 -4.543 -3.301
C 7.252 -5.794 -3.550
C 5.823 -5.597 -4.145
C 4.972 -4.700 -3.353
N 4.271 -4.011 -2.669
H 8.250 -3.925 -4.170
H 8.992 -4.818 -2.881
H 7.682 -3.899 -2.490
H 7.207 -6.439 -2.672
H 7.886 -6.360 -4.232
H 5.268 -6.504 -4.386
H 5.932 -5.068 -5.091
C -3.154 8.370 -0.148
C -1.636 8.603 -0.251
C -0.896 7.659 -1.240
C -1.098 6.226 -0.985
N -1.247 5.070 -0.810
H -3.464 7.365 0.139
H -3.666 8.618 -1.078
H -3.586 8.977 0.648
H -1.247 8.510 0.763
H -1.499 9.619 -0.619
H 0.174 7.847 -1.153
H -1.274 7.860 -2.242
C 3.741 6.233 5.708
C 4.410 6.491 4.340
C 5.031 5.219 3.767
C 4.137 4.070 3.444
N 3.404 3.177 3.204
H 2.844 5.614 5.730
H 3.539 7.173 6.220
H 4.424 5.768 6.419
H 5.113 7.320 4.416
H 3.655 6.850 3.641
H 5.893 4.914 4.360
H 5.477 5.438 2.796
C -8.378 -2.215 -3.338
C -8.970 -1.095 -2.461
C -8.408 -0.965 -1.040
C -6.937 -0.974 -0.994
N -5.757 -1.048 -0.930
H -8.539 -3.259 -3.069
H -7.294 -2.151 -3.433
H -8.841 -2.144 -4.322
H -10.051 -1.229 -2.503
H -8.793 -0.114 -2.903
H -8.696 -1.852 -0.475
H -8.823 -0.109 -0.509
*
```